(1)
This record from the OMol25 dataset describes a molecular structure, C6H17AlBClLaNO5S in a non-equilibrium geometry. The level of theory is ωB97M-V with the def2-TZVPD basis set.

The geometry in ORCA input format:
```
! RIJCOSX wB97M-V def2-TZVPD def2/J DEFGRID3
* xyz 2 1
C 3.77 -1.75 0.27
C 2.58 -1.19 -0.54
N 1.64 -0.57 0.41
Al 0.34 0.61 -0.33
C -0.91 -0.25 -1.68
C -2.38 -0.07 -1.17
C -2.89 -1.27 -0.36
C -2.12 -1.53 0.92
S -2.61 -0.50 2.30
O -2.83 0.84 1.89
O -1.63 -0.65 3.30
Cl -4.37 -1.34 2.87
O 1.20 2.14 -1.12
B 1.29 3.27 -0.22
O 0.43 3.53 0.73
O 2.44 4.13 -0.31
H 3.97 -2.78 0.02
H 4.69 -1.15 0.16
H 3.52 -1.72 1.32
H 2.15 -2.04 -1.07
H 2.96 -0.46 -1.32
H 1.23 -1.27 1.01
H -0.57 1.11 0.85
H -0.71 -1.31 -1.82
H -0.87 0.24 -2.65
H -2.43 0.84 -0.60
H -3.04 0.04 -2.02
H -2.75 -2.15 -0.98
H -3.93 -1.13 -0.11
H -2.37 -2.54 1.24
H -1.04 -1.50 0.83
H -0.32 4.10 0.45
H 2.25 4.73 -1.05
La 3.32 1.60 -1.24
*
```

Properties
M (g mol⁻¹): 427.42
Max |F| (eV/Å): 4.10
HOMO (eV): -14.64
DFT total energy (Ha): -1826.47032
Gap between HOMO and LUMO (eV): 4.46
LUMO level (eV): -10.18

=====

(2)
This record from the OMol25 dataset describes a molecular structure, C6H17CaFOP in a non-equilibrium geometry. The level of theory is ωB97M-V with the def2-TZVPD basis set.

The geometry in ORCA input format:
```
! RIJCOSX wB97M-V def2-TZVPD def2/J DEFGRID3
* xyz 1 1
C -0.74 2.39 0.89
C -1.32 2.25 -0.65
O -0.22 2.53 -1.60
C 0.28 1.32 -2.26
C 0.91 0.19 -1.23
P -0.31 -1.21 -0.75
C 0.86 -1.85 0.66
C 0.19 -1.76 2.16
F 1.09 -3.31 0.36
H -1.57 2.24 1.72
H 0.11 1.62 1.14
H -0.30 3.48 1.05
H -1.90 1.25 -0.86
H -2.12 3.12 -0.77
H 1.19 1.67 -2.95
H -0.50 0.83 -3.02
H 1.79 -0.34 -1.83
H 1.46 0.69 -0.30
H 0.37 -2.09 -1.70
H -1.21 -2.32 -0.47
H -0.99 -0.40 0.24
H -1.25 -0.78 -1.76
H 1.93 -1.35 0.62
H -0.47 -2.73 2.32
H 1.01 -1.72 3.01
H -0.52 -0.84 2.33
Ca 2.26 -2.88 3.61
*
```

Properties
M (g mol⁻¹): 195.25
Max |F| (eV/Å): 3.12
HOMO (eV): -9.60
DFT total energy (Ha): -1432.20537
Gap between HOMO and LUMO (eV): 2.55
LUMO level (eV): -7.05

=====

(3)
This record from the OMol25 dataset describes a molecular structure, C6H17ClOSb. The level of theory is ωB97M-V with the def2-TZVPD basis set.

The geometry in ORCA input format:
```
! RIJCOSX wB97M-V def2-TZVPD def2/J DEFGRID3
* xyz -1 1
C 4.10 0.27 0.80
C 2.69 -0.17 0.41
C 2.01 0.74 -0.59
Cl 2.57 0.36 -2.27
Sb -0.22 0.77 -0.38
C -2.38 0.92 0.04
C -3.19 -0.33 0.36
C -2.96 -1.56 -0.53
O -2.08 -2.55 0.00
H 4.07 1.09 1.52
H 4.66 0.61 -0.07
H 4.67 -0.55 1.26
H 2.06 -0.21 1.30
H 2.72 -1.18 0.00
H 2.31 1.78 -0.43
H 0.19 1.50 1.23
H -0.27 2.40 -1.10
H -0.45 0.02 -1.96
H -0.12 -0.84 0.43
H -2.41 1.61 0.88
H -2.82 1.45 -0.82
H -4.26 -0.10 0.30
H -3.03 -0.63 1.40
H -2.59 -1.25 -1.52
H -3.92 -2.07 -0.68
H -1.35 -2.07 0.42
*
```

Properties
M (g mol⁻¹): 262.41
Max |F| (eV/Å): 0.36
HOMO (eV): -3.97
DFT total energy (Ha): -1014.34931
Gap between HOMO and LUMO (eV): 7.53
LUMO level (eV): 3.56

=====

(4)
This record from the OMol25 dataset describes a molecular structure, C6H17F9HfO15S3 in a non-equilibrium geometry. The level of theory is ωB97M-V with the def2-TZVPD basis set.

The geometry in ORCA input format:
```
! RIJCOSX wB97M-V def2-TZVPD def2/J DEFGRID3
* xyz 0 1
Hf 0.33 -0.59 -0.80
C -0.96 -0.37 4.13
F -2.01 0.35 3.67
F -0.65 0.02 5.39
F -1.18 -1.70 4.12
S 0.63 -0.08 2.98
O 1.17 1.24 3.44
O 1.51 -1.18 3.32
O 0.26 -0.04 1.49
C -0.46 4.14 -1.04
F -1.48 3.79 -0.28
F -0.76 3.90 -2.33
F -0.30 5.44 -0.78
S 1.11 3.07 -0.56
O 1.69 3.65 0.64
O 0.58 1.71 -0.44
O 2.02 3.06 -1.74
C 4.88 -0.89 1.46
F 4.21 -1.43 2.41
F 5.97 -0.19 1.91
F 5.28 -1.87 0.66
S 3.74 0.27 0.46
O 4.37 0.64 -0.79
O 2.43 -0.38 0.21
O 3.60 1.43 1.37
C -3.93 -0.01 -1.21
C -3.23 -0.26 0.15
C -4.17 -1.15 1.08
O -1.90 -0.54 -0.03
H -4.16 -0.85 -1.87
H -3.42 0.79 -1.74
H -4.91 0.35 -0.92
H -3.16 0.74 0.57
H -3.75 -1.39 2.06
H -4.18 -2.13 0.60
H -5.11 -0.65 1.30
O -0.97 0.68 -2.73
H -1.89 0.91 -2.88
H -0.52 0.96 -3.53
O 0.11 -2.59 0.42
H -0.59 -2.86 1.01
H 0.76 -3.28 0.49
O -0.83 -1.91 -2.34
H -0.50 -2.18 -3.20
H -1.76 -2.15 -2.35
O 1.72 -2.34 -1.72
H 1.55 -3.26 -1.51
H 2.33 -2.37 -2.45
O 2.02 0.22 -2.48
H 1.83 0.45 -3.39
H 2.72 0.82 -2.23
*
```

Properties
M (g mol⁻¹): 774.86
Max |F| (eV/Å): 6.74
HOMO (eV): -9.10
DFT total energy (Ha): -3508.84371
Gap between HOMO and LUMO (eV): 7.05
LUMO level (eV): -2.05

=====

(5)
This record from the OMol25 dataset describes a molecular structure, C6H17InNO2P in a non-equilibrium geometry. The level of theory is ωB97M-V with the def2-TZVPD basis set.

The geometry in ORCA input format:
```
! RIJCOSX wB97M-V def2-TZVPD def2/J DEFGRID3
* xyz 2 1
C 2.77 -0.41 0.81
C 2.59 0.55 -0.46
C 1.90 1.96 -0.11
C 0.33 2.01 -0.44
N -0.55 1.53 0.64
P -1.05 -0.17 0.49
O -2.35 0.07 -0.66
C -2.94 -1.24 -0.90
C -1.70 -2.26 -0.76
O -1.18 -1.92 0.57
H 1.88 -0.42 1.52
H 3.68 -0.11 1.43
H 2.92 -1.50 0.48
H 3.63 0.75 -0.88
H 2.00 0.00 -1.26
H 2.39 2.72 -0.81
H 2.16 2.32 0.95
H 0.07 3.12 -0.59
H 0.12 1.52 -1.45
H -0.19 1.77 1.58
H -2.13 -0.01 1.47
H -0.23 -0.33 1.69
H -0.03 -0.44 -0.48
H -3.82 -1.50 -0.17
H -3.31 -1.34 -1.97
H -0.89 -2.12 -1.56
H -1.94 -3.37 -0.88
In -4.12 -1.18 1.74
*
```

Properties
M (g mol⁻¹): 281.00
Max |F| (eV/Å): 3.95
HOMO (eV): -17.34
DFT total energy (Ha): -974.63350
Gap between HOMO and LUMO (eV): 5.10
LUMO level (eV): -12.24

=====

(6)
This record from the OMol25 dataset describes a molecular structure, C6H17InNO3 in a non-equilibrium geometry. The level of theory is ωB97M-V with the def2-TZVPD basis set.

The geometry in ORCA input format:
```
! RIJCOSX wB97M-V def2-TZVPD def2/J DEFGRID3
* xyz 3 1
In -0.64 -2.07 -1.70
C 0.47 4.61 -0.27
C 0.53 3.21 -1.00
C 1.75 3.11 -1.93
O 1.67 1.95 -2.76
C 2.60 1.90 -3.79
N 0.52 2.15 -0.06
H 0.31 5.36 -1.04
H 1.40 4.80 0.28
H -0.38 4.62 0.41
H -0.35 3.14 -1.63
H 2.66 3.08 -1.34
H 1.67 4.08 -2.42
H 3.54 2.05 -3.25
H 2.43 2.60 -4.61
H 2.52 0.91 -4.22
H -0.16 2.31 0.67
H 1.32 2.23 0.56
C -2.18 -4.45 3.45
C -2.51 -5.65 2.65
O -2.75 -5.33 1.32
O -1.12 -3.69 2.79
H -1.94 -4.72 4.48
H -3.10 -3.89 3.56
H -3.43 -6.13 2.97
H -1.65 -6.31 2.77
H -2.89 -6.13 0.81
H -0.31 -3.73 3.30
*
```

Properties
M (g mol⁻¹): 266.02
Max |F| (eV/Å): 2.69
HOMO (eV): -18.19
DFT total energy (Ha): -708.03222
Gap between HOMO and LUMO (eV): 1.59
LUMO level (eV): -16.60

=====

(7)
This record from the OMol25 dataset describes 2 unconnected molecules or ions with the total composition C6H17N2 in a non-equilibrium geometry. The level of theory is ωB97M-V with the def2-TZVPD basis set.

The geometry in ORCA input format:
```
! RIJCOSX wB97M-V def2-TZVPD def2/J DEFGRID3
* xyz 1 1
C 1.64 -0.32 -0.99
N 0.54 0.03 -0.22
C -0.59 -0.77 -0.42
C -1.95 -0.15 0.02
C -1.82 0.44 1.43
C -3.02 -1.22 -0.06
C 2.81 -0.74 -0.06
N 2.77 0.03 1.17
H 1.45 -1.05 -1.77
H 1.93 0.63 -1.47
H 1.85 0.25 1.52
H -0.47 -1.76 0.06
H -0.65 -0.98 -1.50
H -2.20 0.62 -0.71
H -1.94 -0.34 2.18
H -0.83 0.85 1.60
H -2.49 1.26 1.68
H -3.07 -1.86 0.83
H -2.94 -1.88 -0.91
H -4.00 -0.75 -0.01
H 3.75 -0.47 -0.54
H 2.70 -1.81 0.11
H 1.77 5.36 -2.18
H 3.36 -0.33 1.91
H 1.38 5.00 -1.66
*
```

Properties
M (g mol⁻¹): 117.22
Max |F| (eV/Å): 2.28
HOMO (eV): -13.96
DFT total energy (Ha): -347.88799
Gap between HOMO and LUMO (eV): 6.05
LUMO level (eV): -7.91

=====

(8)
This record from the OMol25 dataset describes a molecular structure, C6H17N2O11P2S2 in a non-equilibrium geometry. The level of theory is ωB97M-V with the def2-TZVPD basis set.

The geometry in ORCA input format:
```
! RIJCOSX wB97M-V def2-TZVPD def2/J DEFGRID3
* xyz -1 1
N 3.54 -3.81 1.90
C 3.42 -2.66 1.38
C 2.68 -1.57 2.09
S 1.49 -0.74 1.02
O 1.30 -1.54 -0.17
O 2.08 0.56 0.74
N 0.22 -0.55 1.96
S -1.18 -1.05 1.41
O -1.62 -0.39 0.20
O -2.13 -0.92 2.49
C -1.15 -2.80 1.06
P -0.80 -3.82 2.50
O 0.24 -3.33 3.42
O -0.44 -5.24 1.86
O -2.21 -4.03 3.21
H 4.08 -4.40 1.27
H 3.86 -2.43 0.40
H 2.16 -2.00 2.94
H 3.35 -0.80 2.47
H -2.16 -3.05 0.72
H -0.46 -3.07 0.26
H 0.26 -5.65 2.38
H -2.14 -3.75 4.13
C -0.34 1.69 -1.99
O -0.07 2.59 -3.10
P -1.01 3.86 -3.27
O -0.90 4.36 -4.64
O -0.31 4.83 -2.18
C 1.10 4.94 -2.13
O -2.48 4.13 -2.69
C -3.24 3.02 -2.16
H 0.48 0.98 -1.92
H -0.40 2.24 -1.05
H -1.27 1.16 -2.15
H 1.54 4.96 -3.12
H 1.53 4.13 -1.54
H 1.33 5.88 -1.62
H -2.73 2.56 -1.32
H -3.42 2.27 -2.93
H -4.20 3.41 -1.83
*
```

Properties
M (g mol⁻¹): 419.29
Max |F| (eV/Å): 4.10
HOMO (eV): -6.41
DFT total energy (Ha): -2655.28848
Gap between HOMO and LUMO (eV): 9.15
LUMO level (eV): 2.74

=====

(9)
This record from the OMol25 dataset describes 2 unconnected molecules or ions with the total composition C6H17N2O3P in a non-equilibrium geometry. The level of theory is ωB97M-V with the def2-TZVPD basis set.

The geometry in ORCA input format:
```
! RIJCOSX wB97M-V def2-TZVPD def2/J DEFGRID3
* xyz 0 1
C 0.42 -2.75 -1.75
C 1.83 2.60 1.70
C -1.89 0.31 1.51
C -2.86 -0.53 -0.48
C 1.32 -1.90 -0.84
C 2.34 1.38 0.99
N -1.58 1.49 -0.40
N -2.29 0.61 0.20
O 0.77 0.25 -2.36
O 0.60 -0.95 -0.13
O 1.79 1.36 -0.33
P 0.59 0.49 -0.94
H -0.15 -2.09 -2.38
H 1.05 -3.46 -2.30
H -0.25 -3.40 -1.14
H 2.45 2.89 2.50
H 1.61 3.44 1.01
H 0.94 2.35 2.15
H -2.63 -0.43 1.83
H -0.73 0.00 1.41
H -1.83 1.25 2.16
H -2.34 -1.49 -0.22
H -3.98 -0.83 -0.24
H -2.90 -0.32 -1.51
H 2.01 -1.37 -1.62
H 1.92 -2.48 -0.10
H 1.95 0.53 1.66
H 3.48 1.34 0.93
H -1.66 1.71 -1.32
*
```

Properties
M (g mol⁻¹): 196.19
Max |F| (eV/Å): 5.36
HOMO (eV): -7.61
DFT total energy (Ha): -915.30439
Gap between HOMO and LUMO (eV): 8.16
LUMO level (eV): 0.55

=====

(10)
This record from the OMol25 dataset describes 2 unconnected molecules or ions with the total composition C6H17N4O in a non-equilibrium geometry. The level of theory is ωB97M-V with the def2-TZVPD basis set.

The geometry in ORCA input format:
```
! RIJCOSX wB97M-V def2-TZVPD def2/J DEFGRID3
* xyz 1 1
C 0.15 -2.72 0.63
C -0.03 -2.52 -0.83
C 1.22 -1.76 1.22
O 0.93 -0.81 1.93
N 2.57 -2.08 0.99
H -0.86 -2.68 1.14
H 0.48 -3.72 0.70
H 0.91 -2.26 -1.39
H -0.78 -1.72 -1.10
H 3.34 -1.75 1.47
H 2.76 -2.80 0.28
H -0.45 -3.27 -1.45
C -1.86 1.08 0.28
C -2.13 1.18 -1.19
C 0.37 2.16 -0.01
N -0.47 1.23 0.49
N -0.16 3.05 -0.98
N 1.68 2.21 0.48
H -2.49 1.72 1.01
H -2.24 0.08 0.89
H -2.59 2.24 -1.48
H -2.61 0.30 -1.64
H -0.13 0.47 1.26
H -0.89 2.77 -1.63
H 0.07 3.97 -0.85
H 1.97 1.97 1.36
H 2.39 2.69 0.08
H -1.14 0.98 -1.62
*
```

Properties
M (g mol⁻¹): 161.23
Max |F| (eV/Å): 5.50
HOMO (eV): -13.57
DFT total energy (Ha): -532.81303
Gap between HOMO and LUMO (eV): 10.98
LUMO level (eV): -2.59

=====

(11)
This record from the OMol25 dataset describes C6H17N5O2 in the gas phase in a non-equilibrium geometry. The level of theory is ωB97M-V with the def2-TZVPD basis set.

The geometry in ORCA input format:
```
! RIJCOSX wB97M-V def2-TZVPD def2/J DEFGRID3
* xyz 0 1
N 0.51 0.02 -3.45
N 1.12 0.71 -2.40
C 0.21 1.44 -1.52
N -0.36 2.79 -1.98
N -0.91 0.58 -1.02
C -1.79 1.29 -0.02
C -1.06 0.78 1.28
C -1.47 -0.70 1.43
C -0.29 -1.53 2.14
N 0.36 -0.91 3.39
C 0.88 -1.68 1.24
O 2.06 -2.05 1.45
O 0.78 -1.10 0.04
H 1.37 -0.08 -4.01
H -0.22 -0.81 -3.12
H 1.68 0.20 -1.70
H 0.64 1.80 -0.65
H 0.53 3.24 -2.32
H -0.45 2.64 -2.98
H -1.53 0.20 -1.71
H -1.70 2.37 -0.19
H -2.89 0.88 0.10
H -0.96 1.47 2.32
H 0.14 0.61 0.97
H -2.29 -0.97 2.01
H -1.60 -1.18 0.42
H -0.66 -2.45 2.47
H -0.24 -1.22 4.16
H 1.45 -1.13 3.47
H 0.05 -0.33 -0.36
*
```

Properties
M (g mol⁻¹): 191.23
Max |F| (eV/Å): 5.39
SMILES string: NN[C@@H](N)NCCC[C@H](N)C(=O)O
HOMO (eV): -9.17
DFT total energy (Ha): -662.89296
Gap between HOMO and LUMO (eV): 9.81
LUMO level (eV): 0.64

=====

(12)
This record from the OMol25 dataset describes 2 unconnected molecules or ions with the total composition C6H17NO in a non-equilibrium geometry. The level of theory is ωB97M-V with the def2-TZVPD basis set.

The geometry in ORCA input format:
```
! RIJCOSX wB97M-V def2-TZVPD def2/J DEFGRID3
* xyz 0 1
C -0.73 1.44 -1.69
C -1.30 0.43 -0.69
C -0.25 -0.57 -0.22
N -0.50 -1.03 1.16
C -0.32 -0.08 2.27
C -0.36 -0.69 3.67
C 1.00 0.74 2.04
H -0.06 2.12 -1.14
H -0.06 0.96 -2.41
H -1.50 2.04 -2.18
H -1.53 1.06 0.16
H -2.23 0.00 -1.08
H 0.73 -0.13 -0.37
H -0.41 -1.51 -0.76
H 0.13 -1.81 1.27
H -1.23 0.53 2.24
H 0.49 -0.36 4.28
H -1.24 -0.26 4.16
H -0.44 -1.77 3.66
H 1.44 0.99 3.00
H 1.70 0.11 1.47
H 1.03 1.67 1.47
O 2.02 -1.64 -6.92
H 1.51 -1.49 -6.14
H 2.13 -0.75 -7.23
*
```

Properties
M (g mol⁻¹): 119.21
Max |F| (eV/Å): 1.91
SMILES string: CCCNC(C)C.O
HOMO (eV): -8.74
DFT total energy (Ha): -368.75927
Gap between HOMO and LUMO (eV): 9.41
LUMO level (eV): 0.67